Record 1
Formula: C3H2O
Source: OMol25
Level of theory: ωB97M-V/def2-TZVPD

The largest force on an atom is 3.7 eV Å⁻¹. Its HOMO energy is -0.3949 Eh. As for the energy relative to the best compared isomer or geometry (same formula, charge and spin): 29.9 kJ/mol. The calculation puts the total energy at -5187.881 eV. The charge is 0.

Each line ends with the Löwdin charge.
Atoms and positions in Å:
C -0.1983 0.7025 1.8457  -0.016
H -0.4347 -0.9026 0.3686  -0.028
C -0.4164 -0.2873 1.1906  -0.010
O 1.0890 -0.3467 -3.4735  -0.002
C 0.2362 -0.4737 -2.7030  0.018
H -0.2759 1.3078 2.7715  0.038



Record 2
Formula: C32H28F5N6O2RuS
Source: OMol25
Level of theory: ωB97M-V/def2-TZVPD

The largest force on an atom is 2.6 eV Å⁻¹. Its HOMO energy (alpha / beta) is -0.4809 / -0.4826 Eh. As for the energy relative to the best compared isomer or geometry (same formula, charge and spin): 238.2 kJ/mol. The calculation puts the total energy at -73664.869 eV. The charge is +2. As for the spin multiplicity: 2.

Each line ends with the Mulliken spin population.
Atoms and positions in Å:
H 2.6505 -3.1813 4.4223  0.000
N -3.1092 -1.8018 -3.2309  0.000
C -0.7646 1.8976 -2.1509  -0.013
C -2.0475 -0.5512 2.6540  0.017
F -4.0561 -1.7418 5.4316  0.000
C 0.9882 5.2126 2.1685  0.001
C -4.2798 -2.1999 3.1442  0.018
F -5.3338 -2.9619 3.3708  0.002
H 1.1723 6.1671 2.6435  0.000
H 2.0236 -4.0176 -1.7041  0.000
H -1.8643 2.2977 -3.9387  0.000
C 1.2467 -3.2666 -1.7347  -0.002
H 3.6527 3.2115 -0.0516  0.002
H 4.0194 1.0211 2.7731  0.000
H -0.1219 -4.3822 -2.9928  0.000
C 1.4705 1.3259 -2.3553  0.014
C 2.3296 -2.5219 3.6265  -0.006
H 2.8371 -0.1680 -1.6751  -0.002
C 1.9628 4.6168 1.3845  0.002
C 2.6413 2.8357 -0.2205  -0.003
F -1.9347 -0.1673 4.9688  0.002
C 3.1883 0.8241 2.0992  0.007
C 2.7312 0.9149 -1.6440  0.000
H -4.8197 -2.9714 -3.4949  0.000
O -2.2842 -3.8162 -3.8015  0.000
H -1.3355 -0.4902 -1.7654  0.072
H 3.8567 -0.2163 0.3101  0.002
Ru 0.5127 0.5679 0.4085  0.835
C 0.0761 -3.4675 -2.4478  0.001
C 1.4030 -2.0873 -1.0395  0.010
C -2.7223 -1.1990 1.6394  0.003
H 2.2930 1.2936 -4.3296  0.000
O -5.1559 -0.9068 -3.4592  0.000
H -1.5863 2.1080 -1.4765  0.009
C 3.6590 0.8042 0.6384  -0.010
C -0.6341 -1.3069 -1.7610  -0.007
N 0.3973 1.5444 -1.5765  0.007
F -2.3476 -1.0049 0.3632  -0.006
H -3.0378 -0.9458 -2.7098  -0.001
H 3.6078 1.3397 -2.1458  0.002
C -2.5360 -0.7627 3.9399  0.022
H 2.3239 3.2066 -1.1951  -0.001
C -3.8145 -2.0160 1.8548  -0.004
C -0.2280 4.5723 2.3089  -0.003
H -1.0299 5.0021 2.8917  0.000
C 2.9514 -1.3017 3.4364  -0.003
C -0.4107 3.3452 1.7024  0.001
H -6.0444 -0.9727 -3.8209  0.000
C 1.2954 -2.8894 2.7786  0.018
H 0.7925 -3.8408 2.8760  0.000
H 0.0837 -2.2438 1.1377  -0.019
C 1.4056 1.4533 -3.7311  -0.001
C -0.8837 -2.4673 -2.4666  0.013
H 0.1217 1.8733 -5.3977  0.000
C -4.4027 -2.0287 -3.8550  0.000
N 0.4800 -1.1070 -1.0420  -0.110
H 3.7688 -0.9896 4.0715  0.001
F -4.4133 -2.6079 0.8259  0.000
H -1.3437 2.8208 1.8060  0.002
C -2.1611 -2.7514 -3.2303  0.000
H 2.2979 -1.9058 -0.4618  0.001
N 0.5377 2.7434 0.9595  0.000
C 1.6969 3.4048 0.7793  0.011
N 1.5068 -0.8172 1.6100  0.025
C -0.9086 2.0196 -3.5167  0.005
C -3.6303 -1.5694 4.1914  -0.003
S -0.6857 0.5641 2.4739  0.060
H -4.2886 -2.0927 -4.9392  0.000
C 0.9037 -2.0080 1.7988  -0.012
N 2.6260 1.3638 -0.2502  0.042
C 2.5243 -0.4654 2.4195  0.008
H 4.5986 1.3562 0.5493  -0.002
H 2.4632 1.6246 2.2467  -0.002
C 0.1971 1.7840 -4.3220  0.001
H 2.9213 5.0940 1.2301  0.000



Record 3
Formula: C4H4CsF
Source: OMol25
Level of theory: ωB97M-V/def2-TZVPD

The largest force on an atom is 1.0 eV Å⁻¹. Its HOMO energy is -0.2211 Eh. The calculation puts the total energy at -7470.694 eV. The charge is 0.

Each line ends with the Löwdin charge.
Atoms and positions in Å:
C 2.7419 2.7061 1.2231  -0.069
F -1.0923 -2.4248 -1.1517  -0.341
H 3.9315 4.6516 0.8354  0.068
C -3.1943 -3.1292 -0.4440  -0.202
C 3.4253 3.7373 1.1140  -0.025
H -2.8311 -4.1544 -0.5827  0.019
H -4.2067 -2.9957 -0.0554  -0.002
C -2.4399 -2.0394 -0.6065  -0.308
H 3.9297 2.5001 0.8633  0.086
Cs -0.2641 1.1482 -1.1954  0.775